{
  "formula": "C40H37As2F10N10O15SZr",
  "method": "ωB97M-V with the def2-TZVPD basis set",
  "elements": ["Zr", "C", "N", "C", "C", "N", "C", "C", "F", "C", "F", "C", "F", "C", "F", "C", "F", "C", "C", "N", "C", "C", "F", "C", "F", "C", "F", "C", "F", "C", "F", "H", "H", "H", "H", "H", "H", "H", "H", "H", "H", "H", "C", "C", "N", "N", "C", "S", "N", "N", "H", "H", "H", "H", "H", "H", "C", "O", "C", "O", "C", "C", "As", "C", "C", "C", "As", "C", "C", "O", "O", "C", "C", "O", "O", "C", "C", "O", "O", "C", "H", "H", "H", "H", "H", "H", "H", "H", "H", "H", "H", "H", "H", "H", "H", "H", "H", "H", "O", "N", "O", "C", "C", "C", "C", "O", "C", "C", "N", "O", "O", "N", "O", "O", "H", "H"],
  "coordinates": [[-0.183, -0.295, -0.107], [0.568, -2.817, 1.854], [-0.623, -1.989, 1.569], [-1.009, -1.143, 2.722], [0.120, -0.168, 3.043], [0.865, 0.162, 1.809], [2.266, 0.334, 1.976], [2.964, 1.281, 1.202], [2.285, 2.074, 0.354], [4.326, 1.452, 1.187], [4.872, 2.335, 0.351], [5.119, 0.706, 2.033], [6.438, 0.842, 2.033], [4.498, -0.193, 2.861], [5.228, -0.936, 3.687], [3.121, -0.374, 2.834], [2.686, -1.332, 3.672], [-1.720, -2.897, 1.233], [-1.552, -3.396, -0.186], [-0.951, -2.372, -1.058], [-0.613, -2.867, -2.311], [0.104, -2.066, -3.195], [0.417, -0.834, -2.746], [0.544, -2.400, -4.451], [1.262, -1.519, -5.153], [0.233, -3.640, -4.960], [0.627, -4.008, -6.174], [-0.515, -4.479, -4.162], [-0.862, -5.673, -4.630], [-0.931, -4.111, -2.889], [-1.699, -5.018, -2.259], [0.403, -3.409, 2.757], [0.736, -3.489, 1.015], [1.447, -2.209, 1.985], [-1.902, -0.595, 2.433], [-1.257, -1.754, 3.593], [-0.314, 0.729, 3.483], [0.768, -0.590, 3.795], [-1.717, -3.746, 1.918], [-2.659, -2.383, 1.378], [-0.928, -4.290, -0.177], [-2.533, -3.712, -0.546], [2.938, 2.900, -3.667], [3.242, 1.603, -3.016], [4.296, 0.877, -3.181], [4.078, -0.218, -2.377], [2.926, -0.190, -1.726], [2.292, -1.332, -0.649], [2.387, 0.978, -2.115], [1.117, 1.389, -1.708], [3.736, 3.140, -4.365], [2.867, 3.700, -2.927], [1.993, 2.842, -4.212], [4.765, -0.953, -2.339], [1.189, 2.331, -1.331], [0.496, 1.425, -2.515], [-4.118, 0.448, 3.996], [-3.706, 1.436, 3.029], [-2.689, 2.240, 3.383], [-2.022, 2.102, 4.374], [-2.355, 3.253, 2.321], [-2.652, 4.554, 2.454], [-2.034, 6.256, 1.455], [-3.467, 6.227, 0.123], [-0.694, 4.927, 0.807], [-1.043, 4.009, -0.104], [-1.563, 2.293, 0.687], [-3.388, 2.234, -0.028], [-1.539, 4.519, -1.427], [-1.352, 5.644, -1.807], [-2.129, 3.583, -2.186], [-2.641, 4.061, -3.445], [0.146, 4.690, 2.052], [0.440, 5.607, 2.772], [0.528, 3.436, 2.283], [1.196, 3.273, 3.559], [-3.606, 5.055, 3.516], [-3.887, 6.225, 3.586], [-4.143, 4.122, 4.301], [-5.060, 4.606, 5.306], [-4.427, -0.428, 3.433], [-4.963, 0.844, 4.554], [-3.305, 0.211, 4.673], [-4.329, 6.662, 0.630], [-3.727, 5.237, -0.246], [-3.183, 6.863, -0.711], [-3.802, 3.235, -0.002], [-3.967, 1.601, 0.641], [-3.417, 1.858, -1.044], [-3.361, 3.317, -3.775], [-1.834, 4.156, -4.168], [-3.125, 5.025, -3.324], [1.452, 2.226, 3.631], [0.520, 3.557, 4.361], [2.086, 3.894, 3.597], [-5.592, 3.733, 5.666], [-5.745, 5.329, 4.875], [-4.501, 5.071, 6.114], [-5.321, -1.493, -6.017], [-5.363, -1.660, -4.816], [-6.229, -2.259, -4.211], [-4.263, -1.082, -4.016], [-3.260, -0.371, -4.649], [-2.247, 0.202, -3.917], [-2.187, 0.100, -2.496], [-1.302, 0.656, -1.766], [-3.232, -0.690, -1.932], [-4.263, -1.256, -2.663], [-3.275, -0.878, -0.513], [-4.219, -1.398, 0.001], [-2.345, -0.420, 0.206], [-1.204, 0.893, -4.709], [-1.177, 0.689, -5.899], [-0.383, 1.592, -4.126], [-3.270, -0.274, -5.724], [-5.045, -1.824, -2.179]],
  "forces_ev_per_a": [[0.72, -1.53, -0.36], [-0.03, -0.06, -0.11], [0.13, 0.46, 0.22], [0.42, 0.08, -0.08], [0.11, 0.17, -0.32], [0.61, -0.15, -0.47], [-0.50, 0.41, -0.11], [-0.33, -0.17, 0.16], [-0.18, 0.22, 0.26], [0.09, 0.03, 0.00], [0.01, 0.06, -0.03], [0.24, 0.07, -0.10], [0.05, 0.03, 0.01], [-0.04, -0.20, 0.22], [-0.04, 0.01, -0.01], [0.03, -0.06, 0.03], [-0.20, -0.05, -0.04], [0.02, -0.05, -0.14], [0.08, 0.13, -0.14], [0.50, 0.42, 0.03], [-0.19, 0.04, 0.19], [0.09, -0.13, 0.16], [0.23, 0.50, -0.15], [0.06, 0.17, -0.08], [-0.03, -0.01, 0.03], [0.04, -0.08, -0.19], [0.01, -0.01, 0.00], [-0.12, -0.18, 0.05], [-0.01, -0.02, 0.03], [-0.11, -0.10, 0.02], [0.01, -0.05, -0.04], [-0.02, -0.03, 0.04], [-0.02, 0.00, 0.01], [0.10, 0.12, 0.05], [-0.16, -0.06, 0.01], [0.01, -0.08, 0.04], [-0.09, 0.13, 0.05], [0.15, -0.12, 0.12], [-0.02, -0.05, 0.09], [-0.16, 0.11, 0.02], [0.02, -0.09, -0.01], [-0.04, -0.05, -0.02], [0.00, -0.05, 0.04], [-0.21, 0.07, 0.07], [-0.12, -0.31, 0.26], [0.55, -0.04, -0.31], [0.05, -0.02, 0.12], [-0.16, -0.10, 0.05], [-0.35, 0.42, -0.20], [0.10, 0.05, 0.31], [-0.01, -0.02, 0.03], [0.00, -0.03, -0.01], [0.02, -0.01, 0.01], [0.04, -0.02, 0.00], [0.00, -0.07, 0.11], [-0.15, -0.15, -0.13], [-0.03, 0.05, -0.09], [0.10, 0.03, 0.00], [-0.04, 0.03, -0.06], [0.02, 0.00, -0.03], [-0.05, -0.19, 0.07], [-0.15, -0.03, 0.08], [0.02, -0.10, 0.07], [-0.01, -0.04, -0.02], [-0.12, 0.14, 0.49], [0.30, -0.16, -0.39], [-0.48, 1.09, 0.33], [-0.01, -0.11, -0.20], [-0.04, -0.06, 0.06], [0.13, 0.03, 0.05], [-0.12, 0.00, -0.01], [0.06, -0.11, 0.02], [-0.05, 0.06, -0.19], [-0.03, 0.03, -0.10], [0.14, -0.22, 0.02], [-0.03, 0.03, -0.09], [0.13, -0.09, 0.04], [0.02, 0.07, -0.10], [0.01, 0.01, -0.11], [0.08, -0.02, -0.04], [-0.01, 0.01, -0.03], [0.00, 0.02, 0.03], [0.06, -0.01, 0.03], [-0.01, -0.03, 0.02], [0.00, 0.05, 0.00], [-0.01, 0.04, 0.01], [-0.05, 0.03, -0.02], [-0.01, 0.00, 0.07], [0.02, 0.01, 0.04], [0.01, -0.05, 0.00], [0.06, 0.00, -0.01], [-0.03, 0.04, 0.05], [0.02, -0.12, -0.04], [-0.06, 0.01, 0.02], [0.04, 0.02, -0.04], [0.01, -0.05, 0.01], [-0.04, 0.01, -0.04], [0.02, 0.03, 0.01], [0.06, 0.02, 0.25], [-0.09, -0.09, -0.09], [0.22, 0.14, -0.06], [-0.16, 0.00, -0.32], [0.00, -0.01, -0.17], [0.03, 0.21, -0.18], [-0.12, 0.07, 0.20], [0.15, -0.02, -0.07], [0.03, -0.07, 0.05], [-0.02, -0.14, 0.35], [0.26, 0.54, -0.20], [-0.37, -0.16, 0.14], [-0.93, -0.33, 0.25], [0.34, -0.36, 0.11], [-0.21, 0.12, 0.19], [-0.27, 0.10, -0.09], [0.01, 0.01, -0.07], [0.00, 0.00, -0.01]],
  "mulliken_charge": [-1.69, -1.06, 1.15, -0.23, -1.33, 1.50, -0.81, 0.47, -0.34, -0.01, -0.34, 0.66, -0.32, 0.20, -0.30, -0.13, -0.41, -1.56, -1.84, 1.48, -0.82, -0.81, 1.37, -0.23, -0.33, 0.64, -0.32, 0.10, -0.30, 0.58, -0.34, 0.30, 0.38, -0.08, -0.45, 0.86, -0.16, 1.09, 0.71, 0.29, 0.84, 0.58, -1.35, 1.11, -0.96, 0.29, 0.09, -0.93, 1.35, -0.67, 0.41, 0.29, 0.19, 0.25, 0.46, -0.29, -0.85, -0.25, 0.24, -0.62, -0.11, 0.97, 0.11, -0.88, -0.07, 1.18, 1.74, -1.60, -0.94, -0.52, 0.11, -0.97, -0.08, -0.58, -0.03, -0.83, 0.30, -0.58, -0.32, -0.80, 0.22, 0.25, 0.46, 0.43, 0.20, 0.36, 0.70, 0.47, 0.00, 0.23, 0.27, 0.41, 0.16, 0.37, 0.31, 0.27, 0.32, 0.32, -0.62, 1.05, -0.62, -1.43, 0.08, -0.64, 0.05, 1.17, -0.30, -0.14, 0.25, -0.69, 1.79, 1.07, -0.66, -0.56, 0.79, 0.82],
  "spin_multiplicity": 1,
  "e_homo_ev": -10.4,
  "orbital_gap_ev": 5.61,
  "charge": 1,
  "e_tot_ha": -9137.5424
}